{"formula": "C51H105F5O39P6", "method": "ωB97M-V with the def2-TZVPD basis set", "lumo_ha": -0.0006, "total_energy_ev": -203776.54735, "max_force_ev_per_a": 3.34, "multiplicity": 1, "species": ["P", "P", "P", "P", "P", "P", "F", "F", "F", "F", "F", "O", "O", "O", "O", "O", "O", "O", "O", "O", "O", "O", "O", "O", "O", "O", "O", "O", "O", "O", "O", "O", "O", "O", "O", "O", "O", "O", "O", "O", "O", "O", "O", "O", "O", "O", "O", "O", "O", "O", "C", "C", "C", "C", "C", "C", "C", "C", "C", "C", "C", "C", "C", "C", "C", "C", "C", "C", "C", "C", "C", "C", "C", "C", "C", "C", "C", "C", "C", "C", "C", "C", "C", "C", "C", "C", "C", "C", "C", "C", "C", "C", "C", "C", "C", "C", "C", "C", "C", "C", "C", "H", "H", "H", "H", "H", "H", "H", "H", "H", "H", "H", "H", "H", "H", "H", "H", "H", "H", "H", "H", "H", "H", "H", "H", "H", "H", "H", "H", "H", "H", "H", "H", "H", "H", "H", "H", "H", "H", "H", "H", "H", "H", "H", "H", "H", "H", "H", "H", "H", "H", "H", "H", "H", "H", "H", "H", "H", "H", "H", "H", "H", "H", "H", "H", "H", "H", "H", "H", "H", "H", "H", "H", "H", "H", "H", "H", "H", "H", "H", "H", "H", "H", "H", "H", "H", "H", "H", "H", "H", "H", "H", "H", "H", "H", "H", "H", "H", "H", "H", "H", "H", "H", "H", "H", "H"], "xyz": [[6.7357, -4.2010, 4.0366], [-7.2535, 4.0934, -4.4374], [-5.6885, -6.0900, 1.4589], [-0.7880, -1.8930, 7.2319], [0.0973, -0.4066, -1.9708], [6.4092, 5.8056, -0.8307], [7.2784, -0.6155, -3.4745], [-8.7288, -3.9912, -4.8140], [-1.6444, 5.2935, -3.2402], [4.3026, 0.0512, -4.8726], [-4.2664, 5.3597, -0.7315], [-4.2929, -5.9385, 2.2172], [-5.5591, -5.0044, 0.2659], [-2.7559, 4.6885, -5.1133], [-2.7627, 3.7131, -7.1724], [4.9340, 1.6111, -3.4354], [7.5130, 4.7357, -1.3138], [0.4892, -0.1465, -0.4398], [5.4940, 6.2915, -2.0843], [-5.7827, 3.4350, -4.5004], [5.6728, -3.7565, 2.9759], [5.6323, -2.8463, -4.2831], [-0.0115, -2.0106, -2.0893], [1.0301, 0.2770, -2.8867], [-1.4011, 0.1811, -1.9282], [-1.7181, 5.2912, 1.0932], [-2.8706, 3.7856, -0.0458], [7.1486, -5.6026, 4.0103], [5.4277, 4.8617, -0.0300], [4.7437, -3.6807, -2.3853], [-1.7137, -0.7717, 7.5700], [-0.8749, -3.3271, 7.9574], [-6.6455, -3.0758, -2.6468], [-1.0761, -2.4219, 5.7172], [-0.6745, 4.1784, -0.5348], [7.8864, -3.0632, 3.7947], [-6.0535, -7.4549, 1.0387], [-1.7640, 2.7560, -5.4264], [6.8847, 6.9124, 0.0276], [6.1786, -3.7395, 5.4290], [6.7421, -2.5423, -2.4361], [5.1296, 2.8275, -5.2003], [-8.2101, 3.5583, -5.3986], [0.7286, -1.5030, 7.3120], [-7.0244, 5.6943, -4.6167], [-8.4080, -2.0813, -3.5547], [-6.8432, -5.5589, 2.4506], [-7.7020, 3.9304, -2.9266], [6.6568, 3.0536, -3.5470], [-7.9685, -1.8536, -1.3481], [4.6804, 8.5829, -1.9310], [8.5249, 5.1715, -2.2326], [-3.9063, -3.2704, -0.1160], [3.8896, 1.2024, -4.2932], [-8.1596, -5.2691, 2.0537], [-3.8564, 4.6898, 0.3961], [0.7067, 1.1580, 0.0331], [-2.5388, -0.3847, -2.5531], [-2.7132, -7.8271, 2.1313], [7.4594, -1.9516, -3.4910], [-2.3522, 3.8142, -6.0549], [-9.1905, -5.5123, 3.0915], [-3.0893, 5.6384, 1.3024], [1.8004, -2.4282, 7.1290], [-7.7520, -2.3658, -2.4031], [10.1903, -2.7170, 3.7598], [3.4086, 4.2646, 1.1041], [-6.2086, 0.9863, -4.4020], [-2.4116, -0.8378, -4.0173], [5.6101, -3.1142, -2.9741], [-5.2428, -3.6270, 0.4360], [4.2434, 5.4027, 0.5271], [-7.6426, 4.1652, -0.5746], [-1.7540, -4.6093, 9.6599], [9.0136, -3.0764, 4.6571], [-7.0666, 4.6762, -1.8935], [5.4613, -5.1077, 7.4073], [1.1992, -2.8319, -2.1577], [-2.3138, 4.2821, -3.8334], [-1.1803, -1.4374, 4.7104], [-7.9346, -2.9320, -4.5992], [4.0368, -2.5304, 1.8895], [6.9213, -2.5283, -4.7920], [1.4780, -3.3025, -0.7247], [5.7209, 7.6250, -2.5386], [-6.6747, 6.3483, -5.8129], [3.8064, 2.3659, -5.2743], [-1.2543, 3.2386, -4.1901], [-3.1889, -6.4875, 1.5246], [2.1561, -2.7203, 5.6918], [-5.2393, 6.2332, -6.2550], [-0.8123, -3.4599, 9.3820], [6.5806, -4.4157, 6.6381], [-6.5694, -3.3932, -4.0409], [0.5697, 1.3288, 1.5447], [-1.1925, -2.1299, 3.3572], [-5.5269, 2.1724, -5.0808], [-1.6532, 4.4463, 0.0837], [9.3258, 6.3693, -1.7225], [5.7370, 2.4948, -4.0739], [5.1727, -2.3980, 2.8751], [-3.7233, -3.8304, -1.0340], [-8.1110, -4.2587, 1.6319], [-0.4888, 1.2796, 1.8039], [-0.9588, -1.3856, 2.5960], [-2.3817, -5.7649, 1.6664], [-8.3836, -5.9043, 1.1861], [-6.4943, -4.4809, -4.0910], [0.1854, -3.8486, 9.6107], [-3.4728, -8.5848, 1.9319], [4.8620, -2.0160, 3.8491], [-0.9423, -2.5120, 9.9027], [10.6211, -3.5879, 3.2601], [-7.2956, 0.9760, -4.4542], [3.1501, 3.1760, -4.9578], [4.7474, 9.6421, -2.1945], [-3.8854, -2.1845, -0.2010], [-7.3751, 4.8437, 0.2463], [-3.3715, 5.4585, 2.3371], [-3.2155, 6.6437, 0.9046], [-7.1198, 7.3466, -5.8072], [-4.4557, 1.9704, -5.0319], [2.4458, -1.7857, 5.2133], [0.8789, -3.5802, -2.8763], [-2.5527, -7.7658, 3.2070], [7.4975, -4.9980, 6.5787], [3.5899, 5.8688, -0.2141], [7.4243, -3.4353, -5.1300], [3.6201, 8.3743, -2.0961], [2.6144, -1.8765, 7.6161], [-3.0324, -1.1787, -1.9919], [2.3585, -3.9496, -0.6670], [9.8786, -2.0617, 2.9476], [11.0801, -2.2732, 4.2113], [-7.8116, -2.3505, -5.5105], [0.6936, -3.9078, -0.2681], [-8.7230, 4.2331, -0.4429], [-5.7396, 0.0819, -4.8020], [5.5798, 7.6747, -3.6175], [10.0772, 6.6811, -2.4454], [6.6441, 8.1597, -2.3163], [-5.0100, 6.8911, -7.0932], [5.8130, -5.3151, 8.4215], [9.2880, 4.3933, -2.2727], [-5.5961, -2.9990, -4.3305], [5.9778, -1.7448, 2.5388], [6.9280, -1.8198, -5.6155], [3.8439, 3.8926, 2.0325], [6.8515, -3.5109, 7.1926], [5.3036, -6.1158, 7.0258], [1.9460, -2.1155, -2.4982], [4.3594, -2.4330, 0.8523], [-9.7672, -4.5972, 3.2538], [-7.2298, 3.2105, -0.2534], [-0.0751, 1.8572, -0.2895], [1.7414, -2.5432, 0.0120], [-4.6920, 4.1470, 0.8345], [-2.1380, -2.6061, 3.0956], [-5.2869, -3.2321, 1.4544], [2.4463, 4.6611, 1.4425], [-7.2045, 5.7399, -2.0789], [0.9417, 2.3427, 1.6948], [-9.9768, -6.1907, 2.7628], [3.3213, -3.3454, 1.9579], [-1.7955, -8.2169, 1.6900], [1.8342, -3.2860, 7.8060], [-8.7560, -5.7967, 4.0483], [4.6343, -4.4104, 7.5228], [8.7649, -2.3819, 5.4674], [1.0655, 0.5958, 2.1815], [-1.3449, -5.5756, 9.3532], [4.4766, 6.1321, 1.3031], [-3.0873, 3.8809, -3.1739], [3.1467, 3.4867, 0.3893], [3.5143, 1.9532, -6.2390], [-4.9972, 5.2140, -6.5501], [-5.8421, 2.2331, -6.1239], [9.1735, -4.0062, 5.2103], [8.1073, 5.2824, -3.2329], [2.9704, -3.4424, 5.6981], [-2.0242, -0.7751, 4.9227], [-2.1065, -0.0208, -4.6708], [2.9225, 1.0913, -3.8013], [1.5945, 1.5839, -0.4411], [-6.0165, 4.3839, -1.8634], [-6.0205, -3.1748, -0.1817], [-1.2494, 2.3356, -3.5792], [-7.2999, 6.0065, -6.6505], [-0.2626, 3.6918, -4.1950], [-2.6895, -4.5820, 9.1031], [1.2303, -3.0998, 5.2594], [-0.4569, -2.9320, 3.4218], [8.5170, -2.1813, -3.3322], [-1.9071, -4.7783, 10.7286], [-3.4114, -1.0927, -4.3761], [3.4547, -1.6119, 2.0431], [-3.3056, -6.6167, 0.4477], [8.6722, 7.2290, -1.5606], [-0.3363, -0.7374, 4.7530], [4.7464, 8.6592, -0.8417], [9.6639, 6.1475, -0.7109], [-4.6055, 6.5593, -5.4285], [-5.9407, 0.8387, -3.3504], [-1.8067, -1.7431, -4.0212], [-3.1278, -3.5855, 0.5838], [-3.2003, 0.4864, -2.5246]]}

{"formula": "C51H107N5O14", "method": "ωB97M-V with the def2-TZVPD basis set", "lumo_ha": 0.0124, "total_energy_ev": -90733.03701, "max_force_ev_per_a": 2.05, "multiplicity": 1, "de_lowest_kj_mol": 0.0, "species": ["O", "O", "O", "O", "O", "O", "O", "O", "O", "O", "O", "O", "O", "O", "N", "N", "N", "N", "N", "C", "C", "C", "C", "C", "C", "C", "C", "C", "C", "C", "C", "C", "C", "C", "C", "C", "C", "C", "C", "C", "C", "C", "C", "C", "C", "C", "C", "C", "C", "C", "C", "C", "C", "C", "C", "C", "C", "C", "C", "C", "C", "C", "C", "C", "C", "C", "C", "C", "C", "C", "H", "H", "H", "H", "H", "H", "H", "H", "H", "H", "H", "H", "H", "H", "H", "H", "H", "H", "H", "H", "H", "H", "H", "H", "H", "H", "H", "H", "H", "H", "H", "H", "H", "H", "H", "H", "H", "H", "H", "H", "H", "H", "H", "H", "H", "H", "H", "H", "H", "H", "H", "H", "H", "H", "H", "H", "H", "H", "H", "H", "H", "H", "H", "H", "H", "H", "H", "H", "H", "H", "H", "H", "H", "H", "H", "H", "H", "H", "H", "H", "H", "H", "H", "H", "H", "H", "H", "H", "H", "H", "H", "H", "H", "H", "H", "H", "H", "H", "H", "H", "H", "H", "H", "H", "H", "H", "H"], "xyz": [[-17.0578, 0.7641, -17.6178], [-13.4840, -8.5367, -22.5741], [-22.8494, -6.2968, -26.3278], [-13.3855, -1.2536, -20.9824], [-23.8279, -2.2938, -22.3292], [-17.8594, -7.3757, -15.5614], [-17.9804, -10.1969, -18.4706], [-18.6883, -4.6465, -22.0091], [-16.4367, 1.3080, -23.1188], [-23.0889, -6.0468, -20.5288], [-15.8390, -2.7401, -26.2672], [-15.5983, -4.5947, -19.6333], [-19.3238, -9.3698, -23.0507], [-21.7492, -4.3636, -15.4169], [-14.6147, -6.6227, -23.0364], [-25.2136, -6.7479, -20.8883], [-18.6127, 1.1535, -23.7541], [-13.6919, -4.1308, -18.4918], [-20.1220, -9.5783, -18.1344], [-19.7253, -5.4426, -21.4192], [-13.8636, -5.3165, -17.6905], [-22.7609, -0.2189, -21.8218], [-21.0899, -8.5424, -17.8958], [-22.5371, -2.5866, -21.8205], [-11.7318, -1.4572, -22.6354], [-22.5702, -5.3234, -16.0635], [-17.5913, -3.8929, -25.2699], [-17.6840, -10.9674, -22.7469], [-16.6732, -3.2173, -27.3260], [-21.4318, -6.3153, -26.2965], [-22.3930, -6.0924, -24.0689], [-16.8183, -6.7262, -16.2927], [-16.4114, -1.2163, -18.7956], [-14.1656, -6.5364, -24.4119], [-22.4819, -5.0137, -17.5453], [-18.6690, -5.2693, -16.2091], [-16.3788, -0.4672, -17.4208], [-21.1052, -6.4205, -24.7953], [-15.5516, -5.5934, -22.6050], [-19.7833, 1.8120, -24.2662], [-18.0106, -3.6269, -26.6933], [-23.3927, -6.6848, -25.0553], [-17.4022, 1.7679, -23.6776], [-14.6411, -3.8786, -19.4284], [-12.7790, -3.1133, -18.0023], [-23.9043, -0.9100, -22.5979], [-19.0092, -6.5102, -15.4218], [-19.1926, -10.7534, -22.6839], [-23.9363, -6.9175, -20.4931], [-17.1067, 1.0160, -19.0219], [-18.3109, -3.6424, -21.0600], [-17.3130, -0.3493, -19.6391], [-17.1262, -9.6373, -22.2675], [-25.7130, -5.3957, -21.1233], [-21.5233, -3.2246, -16.2772], [-17.1611, -5.2299, -16.3012], [-14.1790, -7.6076, -22.2199], [-18.7930, -9.3613, -18.1267], [-11.9521, -1.1638, -21.1501], [-13.0045, -2.1588, -23.0939], [-26.1983, -7.7985, -20.7595], [-22.3857, -3.4827, -17.4951], [-14.0494, -1.4520, -22.2158], [-22.0704, -1.3725, -21.0650], [-16.5244, -2.8280, -25.0089], [-18.7978, -4.0962, -19.6781], [-20.6576, -10.8209, -18.6415], [-18.2433, -8.6256, -22.4860], [-19.3491, -5.4922, -19.9460], [-18.7796, -0.1725, -23.2099], [-11.9154, -3.6606, -17.6266], [-17.2588, -4.9139, -25.0710], [-22.3773, -1.3383, -20.0220], [-21.5883, -11.1004, -18.1467], [-23.2100, 0.4522, -21.0868], [-12.8751, -5.7433, -17.5021], [-15.7545, -5.6304, -21.5359], [-14.4328, -2.9456, -19.9684], [-16.1312, 1.3849, -19.3614], [-20.9831, -1.3134, -21.1492], [-16.8480, -7.0252, -17.3470], [-18.6187, -6.2812, -19.7368], [-19.7270, -10.9942, -21.7618], [-18.5631, -8.0800, -21.5930], [-20.1593, 1.4572, -25.2306], [-18.3393, -0.7251, -19.5394], [-16.2011, -4.1261, -27.7097], [-19.1716, -5.2741, -17.1828], [-18.3949, -3.7627, -24.5383], [-22.1449, 0.4155, -22.4569], [-14.7257, -5.8043, -24.9948], [-16.7620, -4.7237, -15.4168], [-18.7820, -2.8535, -26.7425], [-16.9106, -1.0348, -16.6522], [-22.1942, -6.3416, -15.9216], [-21.7666, -2.2989, -15.7590], [-26.4284, -5.0927, -20.3640], [-20.6124, -7.5649, -17.7930], [-20.1699, -5.7586, -19.2750], [-19.6597, -11.3784, -23.4479], [-14.5086, -6.0935, -18.0886], [-10.8610, -2.0644, -22.8980], [-19.3677, -0.2283, -22.2939], [-18.4860, -4.4809, -27.1766], [-19.0944, -4.4047, -15.6891], [-20.6445, 1.7009, -23.6017], [-20.8830, -10.7225, -19.7098], [-16.5653, -5.6548, -23.0079], [-17.3144, -11.7811, -22.1239], [-22.5056, -6.5867, -23.1028], [-11.5724, -2.0105, -20.5829], [-17.2527, -3.3865, -21.0298], [-14.2987, -5.0415, -16.7217], [-26.9488, -7.6515, -21.5454], [-22.6444, -5.0355, -23.9680], [-19.9693, -11.6573, -18.5625], [-20.4584, -3.2590, -16.5187], [-21.5756, -5.3837, -18.0268], [-17.4489, 2.7242, -24.2203], [-16.8867, -9.8051, -21.2131], [-21.7646, -8.3444, -18.7374], [-15.1014, -4.6331, -22.8568], [-19.6054, 2.8835, -24.3603], [-25.8192, -8.7972, -20.9548], [-24.3854, -6.2368, -25.0641], [-17.8591, 1.7775, -19.2105], [-13.2140, -2.4938, -17.2139], [-19.1903, -0.8462, -23.9708], [-21.8784, -2.7767, -22.6813], [-23.4543, -7.7734, -24.9422], [-26.8165, -7.7080, -19.8630], [-21.0672, -5.3598, -26.6802], [-17.0350, -1.8822, -24.7755], [-14.5084, -7.3869, -21.1897], [-17.1547, -0.3794, -20.7189], [-20.7779, -7.4416, -24.5752], [-23.4039, -3.0806, -17.4723], [-16.7893, -4.6879, -17.1706], [-19.7487, -6.3749, -21.9804], [-19.6390, -3.4625, -19.3792], [-18.0694, -4.0618, -18.8720], [-21.0078, -7.1715, -26.8255], [-21.7246, -8.7617, -17.0350], [-23.5838, -5.2852, -15.6556], [-16.7474, -2.4737, -28.1177], [-13.2011, -2.0817, -24.1673], [-22.0262, -3.0543, -18.4355], [-17.8779, -7.8029, -23.1104], [-26.1274, -5.3634, -22.1357], [-11.5393, -0.1837, -20.9294], [-14.4235, -0.5365, -22.6805], [-14.9137, -2.1231, -22.1692], [-22.4835, -3.5067, -21.2340], [-17.8270, -0.6762, -23.0460], [-15.3933, -1.2406, -19.1862], [-11.5453, -0.5378, -23.1955], [-24.8820, -0.4980, -22.3382], [-19.0759, -6.2674, -14.3604], [-13.1001, -6.3322, -24.5013], [-14.4136, -7.4694, -24.9274], [-23.7439, -7.9592, -20.1904], [-23.3420, -5.3754, -18.1031], [-20.2475, -5.8280, -24.4641], [-23.8280, -0.6909, -23.6713], [-18.5405, -8.3277, -17.8469], [-15.3556, -0.4024, -17.0376], [-12.4530, -2.4158, -18.7653], [-20.7290, -5.0172, -21.5487], [-13.0193, -3.2465, -22.9774], [-19.8950, -7.0005, -15.8224], [-15.7563, -2.8795, -24.2377], [-18.8898, -2.7737, -21.4028], [-16.1628, -9.4849, -22.7539], [-24.9184, -4.6639, -21.2576], [-17.4171, -11.1234, -23.7923], [-15.8371, -6.9491, -15.8814], [-16.7575, -2.2421, -18.6836]]}

| no. | Kohn-Sham gap (eV) |
| --- | --- |
| 1 | 10.100 |
| 2 | 9.210 |